Record 1
ORCA calculation (ωB97M-V with the def2-TZVPD basis set) on a molecular structure, C31H30N4O3STeYb.

```
71
Properties=species:S:1:pos:R:3
Yb -0.2577 -0.9973 -1.4160
O -5.4061 -1.3906 4.7683
C -5.2983 -0.8586 3.5242
O -5.9408 0.0592 3.1861
C -4.2828 -1.4379 2.5987
C -4.5604 -1.6476 1.2595
C -3.4998 -2.1141 0.5549
C -2.2193 -2.3027 1.0652
C -1.9385 -1.9664 2.3750
C -3.0236 -1.6455 3.1475
N -1.1385 -2.6361 0.1353
C -0.6546 -3.7944 0.1033
C 0.3086 -4.2229 -0.9541
C 0.9435 -5.4300 -0.9208
C 1.7495 -5.7807 -2.0043
C 1.8586 -4.9591 -3.0516
C 1.1734 -3.7672 -2.9536
N 0.4210 -3.3909 -1.9486
H -4.8958 -2.2017 4.6813
H -5.5466 -1.5406 0.8226
H -3.7725 -2.5515 -0.4419
H -0.9466 -2.0059 2.7522
H -2.8263 -1.5129 4.2692
H -0.9753 -4.5212 0.8388
H 0.8086 -5.9996 -0.0282
H 2.3183 -6.7020 -2.0417
H 2.4184 -5.1634 -3.9708
H 1.3024 -3.1946 -3.8188
C 4.7993 1.2784 -3.4381
C 3.2918 1.4264 -3.2297
N 2.9643 1.6950 -1.7804
C 2.9628 3.1419 -1.4699
C 4.2715 3.6439 -0.7452
C 2.4917 0.8198 -0.9290
S 2.3918 -0.9623 -1.3491
N 2.0864 1.2855 0.2420
C 0.9752 0.9359 0.8473
O 0.1093 0.1918 0.3093
C 0.5724 1.5425 2.1509
C -0.7290 1.4158 2.6389
C -1.0541 2.1227 3.8036
C -0.1022 2.8098 4.4914
C 1.1713 2.9942 4.0050
C 1.5286 2.3170 2.8458
H 4.9441 0.9865 -4.5112
H 5.2880 0.5599 -2.7551
H 5.3660 2.2003 -3.2045
H 2.8194 0.4430 -3.5236
H 2.8672 2.2496 -3.8304
H 2.1839 3.3935 -0.7215
H 2.8127 3.7413 -2.3559
H 4.4004 3.0823 0.1862
H 4.2885 4.6860 -0.5259
H 5.1964 3.3912 -1.2914
H -1.4703 0.8761 2.0766
H -2.1785 2.1213 4.0319
H -0.4856 3.2538 5.3552
H 1.9717 3.5145 4.5230
H 2.5219 2.5291 2.4227
Te -1.5240 -0.5809 -4.0195
C -1.8455 0.8805 -2.4708
C -2.7660 0.5976 -1.4132
C -2.9176 1.3808 -0.3056
C -2.2145 2.5814 -0.2195
C -1.3359 2.9307 -1.2559
C -1.1144 2.0619 -2.3268
H -3.3681 -0.3449 -1.4799
H -3.6574 1.0947 0.3854
H -2.4070 3.2253 0.5989
H -0.7976 3.8596 -1.1596
H -0.4279 2.3026 -3.1342
```

- Multiplicity: 2
- Total charge: +1
- Energy relative to the best compared isomer or geometry (same formula, charge and spin): 0.172 eV
- Largest force on an atom: 3.48 eV/Å
- Gap between HOMO and LUMO (spin up / spin down): 6.47 / 6.47 eV
- DFT total energy: -3468.8376 Eh

Record 2
ORCA calculation (ωB97M-V with the def2-TZVPD basis set) on a molecular structure, C16H24F6N8P.

```
55
Properties=species:S:1:pos:R:3
P 6.8796 -13.1584 -8.6516
F 5.9840 -14.3484 -9.3602
F 7.1107 -12.5540 -10.1378
F 5.6089 -12.1296 -8.4513
F 7.6540 -12.0069 -7.7850
F 6.5551 -13.8010 -7.1682
F 8.3286 -13.9051 -8.8005
C 9.1077 -10.3448 -8.0184
C 10.1395 -9.5135 -8.6294
N 10.9449 -8.8482 -9.1224
H 8.2199 -9.7250 -8.1440
H 9.4496 -10.5520 -7.0044
H 9.0917 -11.2946 -8.5529
C 9.5318 -11.8494 -10.6952
C 8.8754 -10.6685 -11.2749
N 8.3599 -9.7485 -11.7218
H 10.1209 -11.4385 -9.8754
H 9.9212 -12.5201 -11.4612
H 8.6985 -12.4315 -10.3016
C 6.0351 -10.3717 -6.7041
C 4.8697 -9.4645 -6.8843
N 3.9629 -8.7394 -7.0368
H 6.6775 -10.2673 -7.5785
H 5.6054 -11.3730 -6.6755
H 6.7125 -10.0927 -5.8970
C 7.9937 -15.5263 -10.7633
C 8.7529 -15.0300 -11.9861
N 9.3458 -14.6508 -12.8875
H 8.0370 -14.6940 -10.0609
H 8.2900 -16.5154 -10.4141
H 6.9544 -15.5626 -11.0899
C 4.4573 -15.6733 -8.7424
C 3.7506 -14.3940 -8.9122
N 3.2150 -13.3590 -9.0249
H 4.0999 -16.3496 -7.9659
H 5.5087 -15.5315 -8.4922
H 4.3219 -16.3152 -9.6129
C 4.9207 -13.3162 -5.9805
C 4.0966 -12.5280 -6.9485
N 3.5244 -11.9168 -7.7671
H 4.4110 -13.3379 -5.0173
H 5.8659 -12.7745 -6.0145
H 4.9946 -14.3826 -6.1935
C 6.0514 -11.0140 -11.2267
C 4.9786 -11.5094 -10.3345
N 4.1430 -11.8486 -9.6606
H 6.4289 -10.0691 -10.8360
H 5.7368 -10.8940 -12.2634
H 6.7962 -11.7994 -11.0983
C 9.6034 -15.1256 -6.7460
C 10.9781 -15.5834 -7.1805
N 12.0376 -15.9303 -7.5424
H 9.6785 -14.1563 -6.2533
H 9.2368 -15.8703 -6.0396
H 8.9211 -15.1739 -7.5947
```

- Total charge: -1
- Energy relative to the best compared isomer or geometry (same formula, charge and spin): 16.354 eV
- Largest force on an atom: 8.10 eV/Å
- Gap between HOMO and LUMO: 7.47 eV
- DFT total energy: -2002.3288 Eh

Record 3
ORCA calculation (ωB97M-V with the def2-TZVPD basis set) on 2 unconnected molecules or ions with the total composition C6H14O3.

```
23
Properties=species:S:1:pos:R:3
C -2.2476 0.8872 0.8949
O -1.6638 0.1923 -0.2118
C -1.0442 -0.9724 0.0359
C -0.9288 -1.8154 -1.2007
O -0.8658 -1.3990 1.1822
H -3.1642 0.3844 1.1934
H -1.5735 0.9133 1.7535
H -2.4558 1.8924 0.5439
H -0.7052 -1.1978 -2.0655
H -0.1778 -2.5879 -1.0612
H -1.8936 -2.2904 -1.3739
C 1.5829 0.7207 -1.4669
C 1.7004 -0.0410 -0.1587
C 1.2146 0.9394 1.1475
O 0.8488 0.2421 2.2542
H 2.0733 1.6910 -1.3921
H 2.0553 0.1719 -2.2819
H 0.5420 0.9108 -1.7286
H 2.7500 -0.1730 0.1081
H 1.3652 -1.0729 -0.2274
H 2.0744 1.5785 1.3658
H 0.3917 1.5300 0.7185
H 0.1215 -0.5041 1.9710
```

- SMILES: COC(C)=O.CCCO
- Energy relative to the best compared isomer or geometry (same formula, charge and spin): 1.511 eV
- Largest force on an atom: 3.57 eV/Å
- Gap between HOMO and LUMO: 9.88 eV
- DFT total energy: -462.6955 Eh

Record 4
ORCA calculation (ωB97M-V with the def2-TZVPD basis set) on a molecular structure, C41H39N7O6SSeSm.

```
96
Properties=species:S:1:pos:R:3
Sm -0.0510 -0.5884 -0.4246
O -0.4312 -1.7765 3.5422
C -0.6691 -0.9136 2.6144
O -1.3634 -1.1246 1.6267
C 0.0507 0.3961 2.7542
C 0.5694 0.9081 3.9386
C 1.3471 2.0535 3.8598
C 1.6491 2.5933 2.6142
C 1.1077 1.9867 1.4824
N 0.2754 0.9529 1.5717
C 1.4728 2.2564 0.0505
O 2.5429 2.9712 -0.2265
O 0.8075 1.7902 -0.8545
H -0.7972 -2.7230 3.2274
H 0.3637 0.4221 4.8782
H 1.7560 2.5003 4.7533
H 2.2871 3.4626 2.5353
H 3.1124 3.1643 0.5322
C -2.8166 1.8739 -4.2719
C -1.6652 2.1806 -3.3088
C -2.1648 2.8301 -2.0425
C -2.4803 4.1817 -2.0621
C -2.9441 4.8212 -0.9281
C -3.0737 4.1122 0.2514
C -2.7629 2.7612 0.3093
C -2.9570 1.9997 1.5905
C -4.3675 1.4155 1.6783
C -2.3358 2.1087 -0.8511
N -2.0321 0.7227 -0.8810
C -2.9061 -0.0436 -1.4754
C -2.5835 -1.3011 -2.0231
C -3.4022 -2.1187 -2.8260
C -2.5753 -3.0606 -3.4077
C -1.2845 -2.7841 -2.9480
N -1.2665 -1.7406 -2.1078
H -2.4393 1.5667 -5.2449
H -3.4337 2.7588 -4.4110
H -3.4426 1.0778 -3.8778
H -0.9791 2.8769 -3.7957
H -1.1065 1.2608 -3.0865
H -2.3591 4.7334 -2.9838
H -3.2040 5.8677 -0.9660
H -3.4301 4.6112 1.1410
H -2.7889 2.6636 2.4430
H -2.2363 1.1803 1.6314
H -5.1086 2.2056 1.5853
H -4.5121 0.9029 2.6273
H -4.5267 0.6967 0.8790
H -3.9183 0.3282 -1.6761
H -4.4611 -2.0071 -2.9576
H -2.8572 -3.8303 -4.0992
H -0.3703 -3.2882 -3.2222
Se 2.7779 0.4496 -2.2263
N 1.7822 -0.9621 -1.9178
C 2.5086 -2.0604 -2.1787
C 2.0976 -3.3882 -1.9544
C 2.9608 -4.3981 -2.2796
C 4.2317 -4.1348 -2.8366
C 4.6763 -2.8569 -3.0244
C 3.8287 -1.7873 -2.6763
N 4.1235 -0.4890 -2.7691
H 1.1244 -3.5806 -1.5185
H 2.6734 -5.4261 -2.1098
H 4.8546 -4.9744 -3.1070
H 5.6472 -2.6322 -3.4315
O 1.3585 -1.5925 0.9617
C 2.3882 -0.9033 1.1989
O 2.6542 0.1513 0.5654
C 3.2591 -1.3522 2.3218
C 3.3288 -2.7090 2.6241
C 4.0948 -3.1373 3.6923
C 4.7684 -2.2158 4.4779
C 4.6884 -0.8640 4.1863
C 3.9462 -0.4296 3.1029
H 2.7879 -3.4129 2.0074
H 4.1601 -4.1883 3.9277
H 5.3572 -2.5492 5.3193
H 5.2042 -0.1518 4.8115
H 3.8841 0.6210 2.8539
C -4.0601 -7.1912 1.7684
C -3.1697 -6.0817 2.1861
C -2.9640 -5.7065 3.4935
C -2.1129 -4.6144 3.7505
N -1.4928 -3.9840 2.7750
C -1.6519 -4.3522 1.4880
S -0.8519 -3.6945 0.1999
N -2.5281 -5.3934 1.2263
C -1.9047 -4.1165 5.1362
H -4.3780 -7.7750 2.6264
H -3.5515 -7.8414 1.0587
H -4.9429 -6.7877 1.2728
H -3.4472 -6.2188 4.3055
H -2.6393 -5.6225 0.2442
H -2.1304 -4.8907 5.8639
H -2.5746 -3.2738 5.3115
H -0.8881 -3.7577 5.2746
```

- Multiplicity: 6
- Total charge: +1
- Energy relative to the best compared isomer or geometry (same formula, charge and spin): 0.246 eV
- Largest force on an atom: 1.38 eV/Å
- Gap between HOMO and LUMO (spin up / spin down): 6.65 / 6.65 eV
- DFT total energy: -5878.1229 Eh

Record 5
ORCA calculation (ωB97M-V with the def2-TZVPD basis set) on a molecular structure, C9H28FeN12O11.

```
61
Properties=species:S:1:pos:R:3
Fe -0.2888 0.1984 2.7003
O 1.9202 0.1164 3.1812
C 1.7786 -0.6497 4.4142
C 0.5186 -1.6553 4.6117
O -0.7813 -1.1089 4.3318
H 1.9202 0.0715 5.2191
H 2.7124 -1.1890 4.2554
H 0.5754 -2.0577 5.6231
H 0.5353 -2.5698 4.0188
C -0.0937 0.0795 0.1396
O -0.6820 -0.7591 0.8134
O 0.1346 -0.1348 -0.9900
O 0.3588 0.9376 0.9079
C 0.9949 3.9875 -0.9333
O 1.8675 3.4399 -0.2411
N 0.0242 3.2269 -1.3677
N 0.8853 5.2070 -1.3663
H -0.4889 3.6840 -2.1079
H 0.0538 2.2225 -1.2658
H 0.0884 5.6538 -1.7970
H 1.7399 5.7119 -1.1797
C -0.3067 -4.6429 0.8164
O -0.1020 -5.8413 0.5704
N 0.2378 -3.6713 0.2301
N -0.8597 -4.3800 2.0004
H 0.9871 -3.9893 -0.3678
H 0.0007 -2.8275 0.7320
H -1.1097 -3.4644 2.3456
H -1.2980 -5.1363 2.5064
C 2.8622 -1.2068 -2.4418
O 3.1377 -0.4804 -1.5379
N 3.6092 -1.7150 -3.3230
N 1.6671 -1.6798 -2.6668
H 3.3458 -2.0699 -4.2311
H 4.5861 -1.5986 -3.0945
H 1.5360 -1.9656 -3.6267
H 1.0131 -1.2378 -2.0368
C -0.7962 0.3299 -4.2876
O -0.9635 0.7885 -5.4082
N -0.3945 1.0138 -3.2369
N -1.0877 -0.8971 -4.0047
H -0.1036 0.5927 -2.3662
H -0.2573 1.9959 -3.4290
H -1.5539 -1.4325 -4.7231
H -0.8017 -1.1968 -3.0835
C -0.4072 3.3931 3.3361
O -0.1937 2.1705 3.4909
N -0.2632 3.9395 2.1875
N -0.8047 4.3247 4.1151
H -0.6557 4.8699 2.1698
H -0.3447 3.4466 1.3098
H -0.5800 5.2302 3.7281
H -0.6912 4.1657 5.1060
C -3.3919 -1.6244 -1.4200
O -4.3631 -1.9476 -2.0733
N -3.1821 -0.3803 -0.9950
N -2.3234 -2.3281 -1.1785
H -3.9276 0.2749 -1.1820
H -2.2606 -0.0874 -0.7031
H -2.0737 -3.1587 -1.6960
H -1.6585 -1.9881 -0.4985
```

- Multiplicity: 6
- Total charge: -1
- Largest force on an atom: 8.82 eV/Å
- Gap between HOMO and LUMO (spin up / spin down): 7.93 / 7.36 eV
- DFT total energy: -3108.2716 Eh

Record 6
ORCA calculation (ωB97M-V with the def2-TZVPD basis set) on a molecular structure, C3H4BrI.

```
9
Properties=species:S:1:pos:R:3
C 0.2265 -0.3817 -0.9577
C -0.1238 0.1390 0.1896
C -2.3775 0.5256 0.7077
Br -3.0346 2.0492 -0.1880
I -3.1674 -1.3180 0.0219
H 1.1486 -0.5086 -1.5293
H -0.4296 -0.8122 -1.7494
H 0.2364 0.6179 1.0934
H -2.0721 0.4556 1.7015
```

- Energy relative to the best compared isomer or geometry (same formula, charge and spin): 3.768 eV
- Largest force on an atom: 4.83 eV/Å
- Gap between HOMO and LUMO (spin up / spin down): 8.32 / 8.32 eV
- DFT total energy: -2988.2453 Eh

- Which value of DFT total energy does entry 2 give?
  -2002.3288 Eh